96
Properties=species:S:1:pos:R:3 method="wB97M-V/def2-TZVPD" e_homo_ev=-4.46 e_tot_ha=-1721.32711 charge=-1 molar_mass_g_mol=526.8
C 2.555 2.404 1.186
C 3.607 1.222 1.178
C 2.905 -0.196 1.183
C 2.546 -0.603 -0.273
C 1.496 -1.757 -0.389
C 0.089 -1.413 0.262
C -1.028 -1.100 -0.785
C -1.060 0.361 -1.348
C -0.584 1.465 -0.353
C -1.150 2.883 -0.703
C -2.111 3.466 0.394
C -3.181 2.438 0.922
C -3.216 2.423 2.494
C -2.775 1.059 3.123
N -1.309 0.892 3.161
C -3.519 -0.155 2.500
O -4.752 -0.025 2.360
O -2.928 -1.215 2.165
H 1.528 2.050 1.408
H 2.834 3.117 1.990
H 2.605 2.909 0.197
H 4.204 1.327 2.104
H 4.204 1.296 0.248
H 2.031 -0.090 1.856
H 3.571 -0.958 1.650
H 3.488 -0.990 -0.737
H 2.189 0.242 -0.902
H 1.327 -2.127 -1.420
H 1.907 -2.605 0.211
H -0.223 -2.356 0.766
H 0.200 -0.667 1.067
H -1.994 -1.432 -0.350
H -0.841 -1.773 -1.659
H -2.128 0.589 -1.580
H -0.451 0.443 -2.274
H 0.525 1.499 -0.408
H -0.840 1.144 0.673
H -1.629 2.872 -1.704
H -0.268 3.566 -0.744
H -1.472 3.868 1.214
H -2.584 4.370 -0.062
H -3.092 1.436 0.464
H -4.168 2.840 0.598
H -2.631 3.251 2.947
H -4.270 2.580 2.812
H -3.101 1.108 4.192
H -1.022 0.073 2.625
H -0.825 1.689 2.752
C -7.297 -2.058 4.071
O -6.889 -2.999 5.057
C -7.216 -4.336 4.710
C -6.003 -5.080 4.181
O -5.580 -4.546 2.941
C -4.442 -3.690 3.066
H -6.825 -1.103 4.297
H -6.995 -2.365 3.069
H -8.387 -1.933 4.107
H -8.035 -4.363 3.983
H -7.562 -4.829 5.627
H -6.278 -6.127 4.005
H -5.189 -5.064 4.913
H -3.544 -4.289 3.255
H -4.570 -2.958 3.864
H -4.313 -3.153 2.130
C -0.208 5.352 -4.174
O 0.871 4.909 -3.367
C 1.988 4.486 -4.136
C 3.076 5.543 -4.162
O 2.658 6.704 -4.871
C 2.277 7.762 -4.007
H -0.928 5.855 -3.529
H 0.123 6.052 -4.946
H -0.697 4.493 -4.645
H 1.682 4.215 -5.152
H 2.385 3.587 -3.654
H 3.945 5.141 -4.693
H 3.391 5.800 -3.146
H 3.166 8.209 -3.549
H 1.592 7.422 -3.227
H 1.773 8.521 -4.606
C 5.936 -3.375 -0.735
O 4.693 -3.975 -1.060
C 4.415 -3.919 -2.455
C 4.687 -5.252 -3.126
O 6.076 -5.567 -3.117
C 6.413 -6.512 -2.116
H 6.183 -3.644 0.292
H 6.738 -3.721 -1.392
H 5.851 -2.285 -0.803
H 4.984 -3.115 -2.935
H 3.351 -3.684 -2.560
H 4.382 -5.186 -4.175
H 4.105 -6.049 -2.654
H 6.062 -7.508 -2.408
H 5.991 -6.244 -1.145
H 7.500 -6.537 -2.028



102
Properties=species:S:1:pos:R:3 method="wB97M-V/def2-TZVPD" multiplicity=2 e_homo_ev="-20.51 / -20.51" e_tot_ha=-2297.81370 s_squared=1.76 charge=+5 relative_energy_ev=2.648 molar_mass_g_mol=607.3
Be 4.112 6.062 0.722
Be -1.066 5.094 4.170
N -0.661 1.612 -2.067
H -0.467 2.580 -1.853
H -0.866 1.629 -3.056
H -1.499 1.230 -1.653
H 0.132 1.051 -1.791
Cl 0.563 3.975 1.218
O -0.183 5.135 1.288
O 0.010 3.177 0.153
O 1.916 4.405 0.988
O 0.440 3.347 2.534
C -3.461 2.983 -0.342
C -4.246 1.634 -0.347
C -5.316 1.788 -1.424
C -5.888 0.384 -1.818
C -4.769 -0.521 -2.363
C -3.614 -0.710 -1.344
N -3.220 0.611 -0.775
O -2.177 0.457 -0.004
C -4.082 -1.720 -0.270
C -2.475 -1.349 -2.180
C -4.759 1.424 1.134
H -2.909 3.028 -1.280
H -2.922 3.296 0.553
H -4.246 3.738 -0.356
H -6.058 2.464 -1.000
H -4.890 2.293 -2.291
H -6.668 0.518 -2.568
H -6.392 -0.144 -1.009
H -4.339 -0.014 -3.226
H -5.180 -1.497 -2.620
H -5.021 -1.314 0.107
H -4.249 -2.722 -0.663
H -3.368 -1.823 0.547
H -2.295 -1.020 -3.203
H -1.524 -1.146 -1.689
H -2.734 -2.408 -2.193
H -5.340 2.315 1.372
H -3.931 1.242 1.818
H -5.355 0.511 1.146
H -2.601 0.056 0.759
C 0.943 -2.038 -2.827
C 2.321 -1.387 -2.877
C 2.934 -1.451 -4.267
C 4.136 -0.488 -4.535
C 3.781 0.928 -4.096
C 3.120 0.940 -2.656
N 2.079 -0.035 -2.469
O 1.490 0.103 -1.268
C 4.256 0.826 -1.653
C 2.523 2.373 -2.445
C 3.283 -2.190 -1.833
H 0.323 -1.482 -3.531
H 0.869 -3.079 -3.140
H 0.623 -2.141 -1.790
H 3.129 -2.470 -4.604
H 2.160 -1.024 -4.905
H 4.949 -0.855 -3.909
H 4.424 -0.546 -5.584
H 3.041 1.330 -4.788
H 4.723 1.477 -4.076
H 5.034 0.147 -2.000
H 4.015 0.487 -0.645
H 4.839 1.740 -1.540
H 3.302 3.092 -2.700
H 2.333 2.504 -1.379
H 1.555 2.483 -2.932
H 3.508 -3.191 -2.200
H 4.303 -1.888 -1.598
H 2.707 -2.231 -0.909
H 2.262 0.074 -0.699
C -0.739 -0.364 2.981
C 0.277 -1.420 2.605
C 1.528 -0.707 2.022
C 2.455 -0.032 3.008
C 2.821 -1.121 4.081
C 1.636 -1.836 4.773
N 0.708 -2.321 3.683
O -0.350 -3.196 4.154
C 2.269 -3.088 5.556
C 0.982 -0.869 5.779
C -0.174 -2.325 1.412
H -0.468 0.616 2.587
H -1.079 -0.271 4.012
H -1.716 -0.590 2.554
H 1.953 -1.212 1.154
H 1.300 0.157 1.398
H 2.063 0.839 3.532
H 3.303 0.459 2.530
H 3.562 -0.562 4.652
H 3.262 -1.947 3.523
H 3.348 -3.082 5.714
H 1.885 -3.175 6.572
H 2.081 -3.957 4.926
H 1.598 -0.677 6.657
H 0.690 0.104 5.382
H 0.045 -1.285 6.148
H 0.739 -2.904 1.272
H -0.455 -1.790 0.505
H -0.948 -3.066 1.612
H 0.055 -4.042 3.948



135
Properties=species:S:1:pos:R:3 method="wB97M-V/def2-TZVPD" e_homo_ev=-6.26 e_tot_ha=-7290.63935 charge=-3 relative_energy_ev=7.336 molar_mass_g_mol=1344.6
C 8.234 10.962 -14.448
C 7.104 11.267 -13.495
N 6.651 10.166 -12.647
C 6.738 8.824 -12.963
C 6.128 8.160 -11.878
N 5.642 9.153 -11.030
C 6.132 10.359 -11.448
C 5.009 9.017 -9.813
H 8.543 11.827 -15.034
H 7.995 10.074 -15.033
H 9.113 10.781 -13.829
H 6.301 11.425 -14.216
H 7.264 12.236 -13.022
H 7.119 8.470 -13.910
H 5.926 7.105 -11.768
H 6.039 11.374 -11.091
H 5.552 8.329 -9.165
H 4.040 8.581 -10.057
H 4.821 9.972 -9.322
C 2.099 -6.800 1.807
C 2.027 -6.548 3.371
C 0.810 -7.373 3.957
C -0.585 -6.693 3.660
P -1.905 -6.754 5.025
C -1.027 -6.455 6.598
C -0.006 -5.355 6.498
C 1.181 -5.485 7.524
C 2.162 -4.252 7.762
C -3.222 -5.477 4.688
C -4.310 -5.526 5.821
C -5.385 -4.443 5.549
C -6.481 -4.191 6.642
C -2.743 -8.398 5.075
C -3.210 -8.960 3.771
C -4.733 -8.841 3.359
C -5.517 -9.890 4.099
H 1.451 -7.631 1.527
H 3.105 -7.048 1.467
H 1.882 -6.031 1.067
H 1.908 -5.468 3.461
H 2.950 -6.967 3.770
H 0.880 -7.528 5.033
H 0.846 -8.422 3.663
H -1.091 -7.123 2.796
H -0.517 -5.620 3.479
H -0.554 -7.408 6.834
H -1.705 -6.109 7.378
H -0.484 -4.404 6.736
H 0.544 -5.251 5.563
H 1.914 -6.224 7.200
H 0.715 -5.811 8.454
H 1.633 -3.319 7.955
H 2.975 -4.176 7.041
H 2.689 -4.524 8.676
H -3.702 -5.799 3.764
H -2.848 -4.458 4.578
H -3.915 -5.130 6.757
H -4.615 -6.573 5.812
H -5.876 -4.494 4.578
H -4.759 -3.559 5.431
H -7.153 -5.020 6.863
H -7.053 -3.287 6.434
H -5.875 -4.049 7.537
H -3.556 -8.428 5.800
H -2.002 -9.115 5.429
H -2.938 -10.015 3.768
H -2.753 -8.514 2.888
H -4.925 -8.596 2.315
H -5.031 -7.838 3.664
H -5.114 -10.816 3.689
H -6.576 -9.773 3.871
H -5.357 -9.737 5.167
C -0.349 1.297 -0.498
N -0.177 2.597 0.435
C -1.471 2.925 1.148
C 0.728 2.232 1.566
C 0.369 3.838 -0.355
C -0.313 4.271 -1.718
O -1.642 4.647 -1.506
H 0.605 1.031 -0.954
H -1.089 1.564 -1.252
H -0.755 0.545 0.179
H -2.142 3.023 0.294
H -1.278 3.880 1.636
H -1.824 2.141 1.817
H 0.719 3.057 2.278
H 1.737 1.868 1.373
H 0.285 1.412 2.130
H 1.428 3.589 -0.413
H 0.395 4.623 0.400
H -0.300 3.400 -2.373
H 0.266 5.036 -2.235
H -2.067 4.896 -2.331
P -5.478 6.464 -10.535
F -5.033 7.730 -9.482
F -4.193 5.461 -10.073
F -6.255 5.659 -9.287
F -5.764 5.207 -11.497
F -6.755 7.168 -11.080
F -4.497 7.148 -11.674
P -3.697 -6.668 -4.183
F -3.371 -8.181 -3.752
F -4.162 -7.432 -5.518
F -5.280 -7.066 -3.746
F -4.289 -5.334 -4.884
F -3.424 -5.946 -2.714
F -2.166 -6.382 -4.668
P 5.345 -0.212 -6.689
F 3.822 0.207 -6.422
F 5.734 -0.557 -5.141
F 4.926 -1.815 -6.841
F 6.842 -0.611 -7.001
F 5.137 0.094 -8.220
F 5.909 1.252 -6.385
P -9.672 4.182 3.449
F -8.746 2.956 2.863
F -10.908 3.175 3.700
F -8.999 3.887 4.938
F -10.521 5.476 3.887
F -8.463 5.217 3.339
F -10.057 4.496 1.901
P 9.242 3.991 3.569
F 10.243 3.587 2.336
F 7.989 4.172 2.540
F 8.881 2.398 3.922
F 8.386 4.392 4.961
F 10.588 3.954 4.503
F 9.421 5.577 3.170
P 1.067 6.021 9.945
F 2.279 6.077 8.848
F 1.910 7.104 10.910
F 0.264 7.099 9.040
F -0.133 6.122 11.000
F 0.390 4.828 9.015
F 1.765 4.855 10.857



98
Properties=species:S:1:pos:R:3 method="wB97M-V/def2-TZVPD" e_homo_ev=-5.35 e_tot_ha=-1873.55623 relative_energy_ev=0.618 molar_mass_g_mol=731.0
Pb -0.337 -0.082 -0.810
C -2.957 4.783 -1.395
C -2.386 3.953 -0.250
C -2.989 4.449 1.072
C -4.436 3.983 1.312
C -4.473 2.514 1.287
C -3.974 1.843 -0.017
N -2.732 2.502 -0.492
O -1.972 1.835 -1.528
C -5.055 2.002 -1.120
C -3.728 0.344 0.320
C -0.809 4.302 -0.024
H -2.602 4.391 -2.348
H -2.457 5.749 -1.466
H -4.038 4.892 -1.489
H -3.071 5.533 1.001
H -2.282 4.334 1.893
H -5.034 4.458 0.535
H -4.818 4.369 2.257
H -5.535 2.279 1.348
H -3.853 2.333 2.164
H -4.739 1.374 -1.953
H -5.195 3.051 -1.381
H -6.068 1.810 -0.766
H -4.722 -0.091 0.429
H -3.124 0.049 1.177
H -3.351 -0.188 -0.554
H -0.292 3.569 0.595
H -0.687 5.267 0.468
H -0.356 4.283 -1.016
C 4.382 -3.215 -1.115
C 3.375 -3.573 0.035
C 4.158 -4.316 1.184
C 4.972 -3.279 1.992
C 4.167 -2.157 2.636
C 3.306 -1.335 1.577
N 2.638 -2.265 0.547
O 1.927 -1.553 -0.532
C 4.258 -0.209 0.893
C 2.190 -0.596 2.426
C 2.334 -4.626 -0.475
H 5.217 -2.649 -0.702
H 3.984 -2.562 -1.892
H 4.629 -4.174 -1.570
H 4.846 -5.058 0.779
H 3.537 -4.905 1.859
H 5.746 -2.817 1.379
H 5.737 -3.748 2.611
H 4.922 -1.568 3.156
H 3.498 -2.617 3.364
H 4.457 0.601 1.595
H 3.914 0.178 -0.067
H 5.140 -0.704 0.485
H 1.696 0.264 1.973
H 2.835 -0.049 3.114
H 1.641 -1.311 3.039
H 1.838 -4.282 -1.383
H 1.559 -4.757 0.281
H 2.725 -5.619 -0.698
C -2.555 -1.372 -3.776
O -1.778 -1.605 -2.608
C -2.119 -2.853 -2.083
C -1.222 -3.158 -0.752
N -1.548 -2.155 0.200
C -0.846 -2.434 1.482
C -1.223 -1.311 2.524
O -1.014 0.052 1.949
C -1.338 1.204 2.782
H -1.989 -0.872 -4.562
H -3.391 -0.724 -3.513
H -3.067 -2.161 -4.327
H -2.035 -3.550 -2.917
H -3.158 -2.836 -1.754
H -0.135 -3.157 -0.821
H -1.533 -4.085 -0.269
H -2.526 -2.289 0.413
H 0.238 -2.322 1.440
H -1.220 -3.426 1.735
H -0.436 -1.426 3.269
H -2.249 -1.418 2.877
H -0.584 1.314 3.562
H -2.260 0.998 3.326
H -1.465 2.158 2.271
C 0.984 -0.811 -3.594
O 0.615 0.404 -2.959
H 0.806 -1.782 -3.133
H 0.739 -0.883 -4.654
H 2.070 -0.752 -3.677
H 1.181 1.086 -3.327
C 3.327 3.142 -0.099
C 2.389 2.459 -1.100
O 1.761 1.430 -0.420
H 2.949 3.648 0.790
H 3.902 3.945 -0.558
H 4.116 2.542 0.354
H 3.017 2.120 -1.924
H 1.720 3.240 -1.461
H 2.322 0.651 -0.424